Entry 1:
Computed, not measured: a molecular structure, C61H85BrFGeN2O4SeSnTe, with ωB97M-V with the def2-TZVPD basis set.

Each line ends with the Löwdin charge.
Element x y z (Å)
Sn 0.02340 -0.54594 -0.82958  1.11
O 4.36951 -0.28349 -3.94399  0.05
C 3.46507 -0.58466 -4.92793  -0.28
C 3.86862 -1.15758 -6.12884  -0.04
C 2.93234 -1.43024 -7.11353  -0.10
C 1.59682 -1.12122 -6.90745  -0.09
C 1.20073 -0.56136 -5.70156  -0.01
C 2.12057 -0.28862 -4.70162  -0.09
C 1.65070 0.15208 -3.32388  -0.46
O 0.42038 -0.29590 -3.02044  -0.47
N 1.69072 1.65458 -3.20651  0.03
N 0.91738 2.16104 -2.28374  -0.02
C 1.15742 3.28642 -1.71051  -0.20
C 0.21928 3.83884 -0.76058  -0.60
Br -1.52087 3.03493 -0.77461  0.82
C 0.38144 4.86268 0.09041  -0.18
C 1.60690 5.59655 0.40472  -0.24
C 1.48536 6.91077 0.87376  -0.05
C 2.59561 7.65115 1.23634  -0.09
C 3.86421 7.09183 1.15162  -0.10
C 4.00174 5.78617 0.70395  -0.08
C 2.88988 5.04535 0.33534  -0.05
H 5.20085 -0.72750 -4.12855  0.10
H 4.91414 -1.40894 -6.27920  0.11
H 3.24990 -1.89353 -8.03965  0.10
H 0.86481 -1.34594 -7.67296  0.10
H 0.15563 -0.37093 -5.49022  0.11
H 2.42599 -0.18826 -2.60785  0.13
H 2.59765 2.08793 -3.37062  0.14
H 2.06762 3.85324 -1.91894  0.12
H -0.49664 5.19793 0.62995  0.10
H 0.49686 7.34971 0.94604  0.11
H 2.47063 8.66646 1.59201  0.10
H 4.73272 7.66719 1.44533  0.10
H 4.98673 5.33861 0.65766  0.10
H 3.01307 4.01310 0.03355  0.10
C 4.79180 -2.70345 5.85745  -0.07
C 3.38989 -3.07199 5.36749  -0.56
C 3.33847 -4.59716 5.17898  -0.05
C 2.38196 -2.66300 6.45336  -0.05
C 3.03407 -2.38138 4.05340  -0.19
C 1.81629 -2.64309 3.44672  -0.09
C 1.46733 -2.03719 2.24909  -0.40
Se -0.28599 -2.45286 1.57582  1.06
C 0.10904 -3.96890 0.46953  -0.39
C 0.13975 -5.22167 1.05989  -0.08
C 0.44748 -6.34935 0.31405  -0.18
C 0.73876 -6.15126 -1.03582  0.02
C 0.70568 -4.91458 -1.66596  -0.08
C 0.34669 -3.76860 -0.90379  -0.38
O 0.25807 -2.59262 -1.47188  -0.34
C 1.11894 -4.75695 -3.13620  -0.52
C 0.00992 -4.09420 -3.97371  -0.04
C 1.43014 -6.10704 -3.79103  -0.08
C 2.39382 -3.89631 -3.18421  -0.03
C 0.44588 -7.72360 0.98043  -0.56
C 1.41118 -7.72428 2.17573  -0.05
C -0.97425 -8.04066 1.47384  -0.05
C 0.87796 -8.83639 0.02336  -0.07
C 2.31073 -1.12815 1.56668  -0.39
O 1.97276 -0.55398 0.45094  -0.29
C 3.55540 -0.84171 2.21006  -0.08
C 3.86736 -1.46745 3.40806  0.02
C 4.51317 0.18017 1.58750  -0.52
C 5.79750 0.34568 2.40482  -0.08
C 3.81546 1.54931 1.52365  -0.04
C 4.92617 -0.26600 0.17392  -0.04
H 4.99969 -3.23107 6.79102  0.08
H 5.55258 -2.99034 5.12858  0.09
H 4.87493 -1.63171 6.04878  0.08
H 3.64534 -5.10711 6.09690  0.08
H 2.33190 -4.93158 4.92509  0.07
H 4.00698 -4.90117 4.37143  0.09
H 2.59025 -3.19108 7.38882  0.08
H 2.44341 -1.58856 6.63934  0.08
H 1.36072 -2.89422 6.14896  0.08
H 1.10033 -3.32439 3.89134  0.09
H -0.06772 -5.28029 2.12191  0.09
H 1.00238 -7.01490 -1.63029  0.08
H -0.94005 -4.61377 -3.81620  0.09
H -0.11137 -3.04956 -3.70172  0.03
H 0.26065 -4.14695 -5.03705  0.08
H 0.54904 -6.75420 -3.79464  0.09
H 1.73118 -5.93555 -4.82594  0.08
H 2.24503 -6.62811 -3.28329  0.08
H 2.21197 -2.92757 -2.71889  0.08
H 3.20597 -4.39242 -2.64686  0.09
H 2.70628 -3.72964 -4.22015  0.08
H 1.09962 -7.01298 2.94135  0.07
H 1.45431 -8.71635 2.63434  0.08
H 2.41652 -7.44947 1.85117  0.09
H -1.32044 -7.28762 2.18281  0.08
H -1.67121 -8.05653 0.63342  0.09
H -1.00464 -9.01653 1.96776  0.08
H 1.89219 -8.66826 -0.34474  0.09
H 0.86310 -9.79429 0.54784  0.08
H 0.20256 -8.90988 -0.83134  0.08
H 4.81519 -1.23730 3.87466  0.08
H 5.59069 0.72390 3.40872  0.08
H 6.33925 -0.59978 2.48696  0.08
H 6.44919 1.06431 1.90332  0.08
H 3.51333 1.87384 2.52321  0.08
H 4.49112 2.30280 1.10594  0.08
H 2.92450 1.48983 0.89950  0.07
H 5.44781 -1.22579 0.22132  0.09
H 4.05232 -0.37999 -0.46125  0.06
H 5.59700 0.47316 -0.27501  0.08
C -4.29282 -0.03485 -2.85852  -0.44
Te -2.43783 -1.16245 -2.86099  1.24
C -3.43481 -2.88082 -2.02203  -0.42
H -4.77334 -0.07757 -3.83271  -0.02
H -4.07033 1.00116 -2.60885  -0.02
H -4.95615 -0.45354 -2.10428  -0.01
H -3.99831 -2.57790 -1.14088  -0.01
H -2.66264 -3.59177 -1.72797  -0.01
H -4.10228 -3.34476 -2.74482  0.00
C -4.79248 4.26691 5.77397  -0.12
C -3.75820 3.55948 4.90296  -0.30
C -4.02296 3.77121 3.41296  -0.30
C -2.88149 3.30641 2.50118  -0.32
Ge -2.17978 1.45604 2.70403  0.94
C -3.26748 0.26116 1.55120  -0.31
C -4.74750 0.19878 1.95014  -0.29
C -4.96819 -0.66168 3.19288  -0.28
C -6.40317 -0.60403 3.70693  -0.12
H -4.60841 4.08806 6.83456  0.06
H -5.79791 3.91110 5.53762  0.07
H -4.76818 5.34528 5.60299  0.07
H -3.77393 2.48954 5.11970  0.08
H -2.75376 3.92210 5.14194  0.11
H -4.18745 4.84112 3.24072  0.10
H -4.95491 3.26336 3.14423  0.09
H -2.02731 3.97939 2.62764  0.06
H -3.19014 3.39322 1.45603  0.01
H -2.22955 1.00496 4.17090  -0.01
H -2.84432 -0.74060 1.58059  0.03
H -3.15838 0.62441 0.52377  0.04
H -5.33433 -0.21552 1.12298  0.10
H -5.12942 1.20929 2.13670  0.09
H -4.28599 -0.32489 3.97803  0.08
H -4.69800 -1.69460 2.95669  0.11
H -6.66370 0.41504 4.00188  0.07
H -6.53728 -1.25260 4.57434  0.06
H -7.10707 -0.92230 2.93460  0.07
F 2.86973 4.79388 5.49235  0.03
C 2.11687 3.97995 4.71035  -0.28
C 1.80860 4.38175 3.42815  0.01
C 1.03717 3.54073 2.63863  -0.04
C 0.58006 2.31422 3.11695  -0.29
C -0.24648 1.42083 2.25148  -0.27
C 0.92208 1.94265 4.41724  -0.04
C 1.68876 2.77110 5.22251  -0.01
H 2.16737 5.33174 3.05237  0.10
H 0.79623 3.83777 1.62353  0.06
H -0.12528 1.71461 1.20916  0.00
H 0.09351 0.38882 2.35455  0.04
H 0.59782 0.97813 4.79215  0.11
H 1.95521 2.49162 6.23346  0.11

Results
Net charge: -1
LUMO energy: 0.0758 Ha
2S+1: 1
E_HOMO: -4.5 eV
HOMO-LUMO gap: 6.58 eV

***

Entry 2:
Computed, not measured: a molecular structure, C62H114B2F6Hg2N6O22P, with ωB97M-V with the def2-TZVPD basis set.

Each line ends with the Löwdin charge.
Element x y z (Å)
Hg -3.88970 -12.34331 -22.72929  0.91
Hg 5.92087 -2.98547 -17.99050  0.52
O 2.67943 -5.46292 -18.77442  0.07
C 1.56527 -6.06231 -18.73794  -0.31
O 1.27552 -7.28963 -18.30412  0.22
B -0.17369 -7.57471 -18.63656  -0.84
O -0.66358 -6.33044 -19.33255  0.27
C 0.28306 -5.48753 -19.33967  -0.42
O 0.18154 -4.33300 -19.71864  0.18
O -0.98462 -7.98761 -17.48323  0.19
C -1.62540 -9.19591 -17.67809  -0.28
O -2.41921 -9.79561 -16.91380  0.09
C -1.23879 -9.59664 -19.11964  -0.27
O -0.26355 -8.72682 -19.49733  0.22
O -1.73792 -10.53721 -19.82171  0.05
O -0.61067 -4.63764 -23.95574  0.18
C -0.09611 -5.55580 -24.60572  -0.36
O -0.65344 -6.43891 -25.33018  0.28
B 0.26863 -7.52245 -25.68853  -0.81
O 1.63227 -7.02370 -25.29750  0.22
C 1.39316 -5.95235 -24.52414  -0.33
O 2.24106 -5.28555 -23.95086  0.15
O -0.09145 -8.60035 -24.74312  0.29
C -0.65261 -9.47629 -25.40322  -0.43
O -1.20514 -10.41769 -24.85408  0.11
C -0.59952 -9.19694 -26.96387  -0.28
O 0.14343 -8.08237 -27.05676  0.24
O -1.08730 -9.88444 -27.88484  0.12
P -4.99264 -7.34008 -22.75462  0.22
F -4.42189 -8.84858 -22.75881  -0.21
F -5.22063 -7.52229 -21.11439  -0.24
F -3.57753 -6.55837 -22.60010  -0.17
F -5.61269 -5.80783 -22.54182  -0.22
F -4.82873 -7.14075 -24.33264  -0.15
F -6.56206 -7.91429 -23.00032  -0.23
C 2.18186 -3.05853 -14.55509  -0.01
C 2.68723 -4.30816 -13.74100  -0.49
C 1.67614 -5.42408 -13.64391  -0.12
C 2.25785 -6.82478 -13.11365  -0.13
C 3.45757 -7.27821 -14.02292  -0.12
C 4.50646 -6.16159 -14.12699  -0.48
N 3.91938 -4.79822 -14.50037  -0.04
O 4.82856 -3.74981 -14.56897  -0.06
C 5.33357 -6.21280 -12.86444  -0.03
C 5.44957 -6.52684 -15.30167  -0.04
C 2.99929 -3.86852 -12.29954  -0.03
H 2.18643 -3.41991 -15.58343  0.09
H 2.86265 -2.21916 -14.41340  0.08
H 1.21295 -2.70122 -14.20632  0.08
H 0.87905 -5.09836 -12.97560  0.12
H 1.36722 -5.60963 -14.67262  0.12
H 1.47673 -7.58216 -13.17942  0.10
H 2.35858 -6.74535 -12.03123  0.10
H 3.25762 -7.62640 -15.03627  0.12
H 3.67966 -8.20639 -13.49637  0.12
H 5.63003 -5.19791 -12.59948  0.08
H 4.83183 -6.63400 -11.99326  0.09
H 6.15221 -6.92187 -12.98752  0.10
H 5.91093 -7.51316 -15.25248  0.09
H 4.92220 -6.40350 -16.24759  0.08
H 6.32649 -5.87944 -15.30245  0.07
H 3.14961 -4.72135 -11.63759  0.07
H 2.09957 -3.40574 -11.89403  0.09
H 3.77178 -3.11153 -12.16423  0.09
H 5.29095 -3.86763 -13.73596  0.08
C 6.79414 -12.16453 -25.19219  -0.01
C 5.22679 -12.01435 -25.16915  -0.45
C 4.47435 -13.36202 -24.79974  -0.10
C 4.38356 -13.70854 -23.29742  -0.18
C 3.88786 -12.57790 -22.44857  -0.17
C 4.64986 -11.27386 -22.74338  -0.47
N 4.78184 -11.07715 -24.17677  -0.01
O 5.23642 -9.71198 -24.42769  0.02
C 3.64586 -10.29216 -22.13566  -0.03
C 6.02991 -11.28719 -21.99301  0.00
C 4.78406 -11.59568 -26.59944  -0.01
H 7.15155 -12.82970 -24.40612  0.07
H 7.30105 -11.20575 -25.08318  0.08
H 7.21052 -12.63084 -26.08510  0.08
H 3.49328 -13.35811 -25.27469  0.11
H 5.03226 -14.19981 -25.21799  0.12
H 5.42784 -13.88346 -23.03863  0.10
H 3.80165 -14.59927 -23.06062  0.12
H 3.95094 -12.82303 -21.38836  0.13
H 2.81249 -12.46567 -22.58672  0.12
H 2.72306 -10.29859 -22.71576  0.09
H 3.40801 -10.68860 -21.14857  0.09
H 4.01168 -9.26808 -22.06128  0.09
H 6.05815 -10.84187 -20.99853  0.09
H 6.49124 -12.27286 -22.05415  0.07
H 6.83580 -10.71028 -22.44669  0.07
H 3.74415 -11.83899 -26.81733  0.08
H 5.38860 -12.09858 -27.35424  0.09
H 4.77601 -10.50886 -26.68229  0.08
H 4.49473 -9.28894 -24.86647  0.11
C -7.42951 -12.41025 -17.15241  -0.01
C -7.17512 -13.26759 -18.42163  -0.44
C -8.11932 -14.48593 -18.30352  -0.16
C -9.56093 -14.04346 -18.55255  -0.18
C -9.82146 -13.33381 -19.95871  -0.08
C -8.73750 -12.18051 -20.20446  -0.44
N -7.38668 -12.54996 -19.70751  -0.02
O -6.36988 -11.65949 -20.02590  0.02
C -8.64221 -12.13475 -21.74410  -0.02
C -9.26126 -10.90544 -19.50974  0.00
C -5.73059 -13.93857 -18.26041  -0.02
H -8.45877 -12.11948 -16.94226  0.07
H -6.92439 -11.47953 -17.41070  0.08
H -6.89134 -12.83483 -16.30494  0.10
H -7.91897 -15.23220 -19.07232  0.12
H -7.99094 -15.01605 -17.35980  0.13
H -9.88574 -13.44917 -17.69850  0.10
H -10.19653 -14.92585 -18.47837  0.11
H -10.86470 -13.02286 -19.90341  0.12
H -9.65496 -14.15943 -20.65063  0.11
H -7.99525 -12.95264 -22.06128  0.08
H -9.63200 -12.29899 -22.17005  0.09
H -8.17774 -11.28230 -22.23978  0.09
H -10.33515 -10.80565 -19.66751  0.10
H -9.08258 -10.89705 -18.43451  0.06
H -8.75827 -9.97699 -19.78007  0.09
H -5.34801 -14.45443 -19.14111  0.07
H -5.62042 -14.72259 -17.51123  0.09
H -4.99424 -13.15148 -18.09795  0.08
H -6.50556 -10.89335 -19.46357  0.12
C 7.80387 -0.62609 -21.08418  -0.05
C 8.21577 -1.78871 -21.98459  -0.45
C 9.73302 -1.82410 -21.93400  -0.15
C 10.30265 -2.97132 -22.79377  -0.18
C 9.70866 -4.26416 -22.21821  -0.11
C 8.11766 -4.28934 -22.21919  -0.45
N 7.56566 -3.08570 -21.56447  -0.06
O 6.20741 -3.04186 -21.50223  -0.05
C 7.55538 -4.57992 -23.63868  -0.02
C 7.63813 -5.49475 -21.35799  -0.03
C 7.86288 -1.36888 -23.47286  -0.01
H 6.78275 -0.24497 -21.09687  0.09
H 8.42680 0.26096 -21.19911  0.09
H 7.90875 -0.82134 -20.01695  0.06
H 10.35316 -0.93867 -22.07384  0.13
H 9.98827 -2.12463 -20.91782  0.12
H 11.38771 -3.02904 -22.87977  0.11
H 10.16085 -2.85429 -23.86815  0.11
H 10.00070 -4.42774 -21.18088  0.11
H 10.20328 -5.04588 -22.79474  0.12
H 7.56601 -3.83523 -24.43455  0.07
H 7.95709 -5.49893 -24.06547  0.10
H 6.48616 -4.78639 -23.59133  0.08
H 7.93201 -5.28048 -20.33045  0.08
H 6.56031 -5.58119 -21.49555  0.08
H 8.01229 -6.47530 -21.65230  0.09
H 8.10959 -2.05083 -24.28661  0.05
H 8.22833 -0.36516 -23.68989  0.10
H 6.78405 -1.43021 -23.61586  0.08
H 5.87198 -2.99468 -22.40049  0.10
C -6.08467 -6.10396 -16.34801  0.01
C -6.60938 -4.74499 -16.88638  -0.48
C -7.46701 -4.08886 -15.82458  -0.16
C -6.61353 -3.58153 -14.73139  -0.20
C -5.59053 -2.59126 -15.29523  -0.15
C -4.68771 -3.07518 -16.42168  -0.43
N -5.51897 -3.86441 -17.38746  0.03
O -4.86022 -4.26543 -18.56124  0.11
C -4.10179 -1.81444 -17.10559  -0.02
C -3.47615 -3.83344 -15.74392  0.01
C -7.58099 -4.96021 -18.02727  -0.03
H -6.82245 -6.83517 -16.01769  0.10
H -5.35839 -5.87238 -15.56892  0.06
H -5.56376 -6.63691 -17.14346  0.09
H -8.04783 -3.22495 -16.14770  0.14
H -8.06698 -4.88443 -15.38276  0.13
H -6.07561 -4.36709 -14.20069  0.11
H -7.25241 -3.21048 -13.92999  0.12
H -5.10031 -2.13956 -14.43282  0.12
H -6.17627 -1.71778 -15.58168  0.12
H -3.71123 -1.13716 -16.34608  0.09
H -3.22906 -2.00147 -17.73127  0.09
H -4.75958 -1.22811 -17.74718  0.10
H -2.74817 -3.88662 -16.55344  0.08
H -3.15040 -3.30170 -14.84992  0.10
H -3.58445 -4.88250 -15.46853  0.07
H -7.28917 -5.40893 -18.97679  0.10
H -7.91512 -3.99713 -18.41320  0.09
H -8.57055 -5.31357 -17.73741  0.10
H -4.55618 -5.14724 -18.33415  0.12
C -4.28382 -18.05088 -23.74854  -0.04
C -4.37998 -17.25186 -22.49360  -0.51
C -4.63216 -18.16212 -21.31550  -0.11
C -3.32209 -18.91774 -20.77440  -0.13
C -2.16927 -17.84973 -20.62601  -0.12
C -1.83168 -16.81741 -21.77102  -0.44
N -3.15262 -16.34204 -22.33987  -0.04
O -2.98749 -15.51113 -23.47621  -0.09
C -0.98840 -15.64264 -21.26365  -0.04
C -0.90406 -17.56296 -22.87568  -0.01
C -5.52348 -16.28960 -22.80456  -0.05
H -5.05038 -18.82135 -23.83135  0.11
H -3.37779 -18.65606 -23.77971  0.08
H -4.27804 -17.38807 -24.61384  0.09
H -5.09313 -17.62699 -20.48529  0.11
H -5.37508 -18.93075 -21.52852  0.12
H -2.91840 -19.68749 -21.43215  0.09
H -3.54042 -19.57344 -19.93149  0.11
H -1.26272 -18.37136 -20.31915  0.12
H -2.54851 -17.31973 -19.75229  0.11
H 0.00195 -15.90945 -20.89469  0.09
H -0.96411 -15.01066 -22.15140  0.08
H -1.39838 -15.09369 -20.41591  0.08
H -0.84691 -17.04243 -23.83165  0.07
H 0.08586 -17.67464 -22.43329  0.08
H -1.29223 -18.57245 -23.01112  0.07
H -5.38156 -15.79343 -23.76465  0.08
H -5.61818 -15.52823 -22.03032  0.07
H -6.51988 -16.73152 -22.80488  0.10
H -2.52996 -16.10437 -24.07649  0.08

Results
Net charge: +1
LUMO energy: -0.3100 Ha
2S+1: 1
E_HOMO: -9.8 eV
HOMO-LUMO gap: 1.38 eV